(1)
A molecular structure, C30H25ORuS3Si at a distorted geometry, computed with ωB97M-V with the def2-TZVPD basis set.

Last column: Löwdin charge in e.
Positions of all 61 atoms, in Å:
Ru (-0.274, -0.392, -0.380)  0.5607
S (-0.658, -0.622, 1.781)  0.8145
C (-1.261, -2.176, 2.090)  -0.6554
C (-1.644, -2.545, 3.406)  -0.1115
C (-2.128, -3.795, 3.638)  -0.0704
C (-2.252, -4.729, 2.575)  -0.0634
C (-1.893, -4.391, 1.305)  -0.1049
C (-1.379, -3.092, 1.039)  -0.6867
S (-0.875, -2.622, -0.511)  0.7498
H (-1.559, -1.823, 4.210)  0.1072
H (-2.430, -4.074, 4.639)  0.1104
H (-2.644, -5.717, 2.777)  0.1120
H (-1.995, -5.098, 0.492)  0.1084
C (-3.761, 3.767, 2.742)  -0.0649
C (-2.797, 4.501, 2.069)  -0.0716
C (-2.023, 3.883, 1.093)  -0.1131
C (-2.202, 2.532, 0.776)  -0.3300
C (-3.177, 1.809, 1.470)  -0.1121
C (-3.953, 2.422, 2.440)  -0.0658
Si (-1.129, 1.819, -0.512)  0.6720
C (-1.838, 0.858, -1.901)  -0.3652
C (-1.591, 1.273, -3.239)  -0.0892
C (-2.251, 0.690, -4.287)  -0.0577
C (-3.149, -0.366, -4.049)  -0.0418
C (-3.379, -0.823, -2.772)  -0.0614
C (-2.732, -0.210, -1.691)  -0.1464
H (-4.364, 4.241, 3.505)  0.1105
H (-2.646, 5.548, 2.297)  0.1092
H (-1.276, 4.471, 0.567)  0.0936
H (-3.335, 0.757, 1.260)  0.0848
H (-4.706, 1.850, 2.966)  0.1099
H (-0.264, 2.892, -1.049)  0.0285
H (-0.888, 2.077, -3.431)  0.1035
H (-2.081, 1.040, -5.296)  0.1131
H (-3.673, -0.816, -4.884)  0.1157
H (-4.068, -1.638, -2.596)  0.1157
H (-2.982, -0.527, -0.693)  0.0704
O (1.320, -0.665, -1.866)  -0.6295
S (2.383, -1.386, -1.008)  1.0617
C (3.919, -0.970, -1.761)  -0.3901
C (5.022, -1.736, -1.407)  -0.0762
C (6.251, -1.424, -1.971)  -0.0579
C (6.350, -0.378, -2.879)  -0.0530
C (5.228, 0.366, -3.232)  -0.0512
C (3.995, 0.075, -2.671)  -0.0552
C (2.284, -0.276, 0.378)  -0.4233
C (2.757, -0.646, 1.623)  -0.0776
C (2.577, 0.231, 2.681)  -0.0439
C (1.930, 1.457, 2.496)  -0.0584
C (1.470, 1.821, 1.244)  -0.0985
C (1.647, 0.954, 0.153)  -0.2420
H (4.928, -2.564, -0.714)  0.1144
H (7.125, -2.007, -1.712)  0.1148
H (7.308, -0.148, -3.326)  0.1143
H (5.316, 1.172, -3.949)  0.1145
H (3.106, 0.628, -2.943)  0.1118
H (3.225, -1.611, 1.776)  0.1248
H (2.927, -0.046, 3.667)  0.1226
H (1.801, 2.129, 3.334)  0.1210
H (0.999, 2.786, 1.093)  0.1021
H (1.389, 1.265, -0.858)  0.0762

Calculated values
- Total charge: +1
- E_tot: -2812.1264 a.u.
- Energy relative to the best compared isomer or geometry (same formula, charge and spin): 30.8 kcal/mol

***

(2)
A gas-phase ion, C9H14NO4 (charge -1) at a distorted geometry, computed with ωB97M-V with the def2-TZVPD basis set.

Last column: Löwdin charge in e.
Positions of all 28 atoms, in Å:
C (-2.915, -0.421, 2.375)  -0.0070
C (-2.878, -0.747, 1.098)  -0.0593
C (-1.525, -1.035, 0.252)  -0.3296
O (-1.971, -1.751, -0.879)  -0.0437
O (-0.350, -1.558, 0.802)  0.0147
C (0.215, -0.605, -0.114)  -0.3004
N (0.737, -1.147, -1.276)  -0.0301
C (0.655, -0.327, -2.475)  -0.0993
C (0.568, 0.724, 0.522)  -0.2958
C (-0.362, 1.860, 0.065)  -0.0611
C (2.040, 1.086, 0.294)  -0.0897
C (3.029, -0.102, 0.640)  -0.7071
O (3.584, -0.039, 1.735)  -0.0382
O (3.174, -0.972, -0.250)  -0.0752
H (-3.858, -0.302, 2.887)  0.0413
H (-2.019, -0.290, 2.955)  0.0554
H (-3.731, -0.898, 0.459)  0.0857
H (-1.165, -2.074, -1.315)  0.0743
H (1.756, -1.329, -1.041)  0.0971
H (-0.379, -0.009, -2.632)  0.0807
H (1.295, 0.563, -2.456)  0.0668
H (0.963, -0.948, -3.319)  0.0767
H (0.416, 0.584, 1.599)  0.1468
H (-1.403, 1.567, 0.198)  0.0601
H (-0.200, 2.101, -0.984)  0.0687
H (-0.174, 2.756, 0.656)  0.0711
H (2.203, 1.389, -0.743)  0.0921
H (2.295, 1.926, 0.945)  0.1051

Calculated values
- Total charge: -1
- E_tot: -707.0151 a.u.
- SMILES string: C=C[C@]1(O)O[C@]1(NC)[C@H](C)CC(=O)[O-]
- Energy relative to the best compared isomer or geometry (same formula, charge and spin): 31.2 kcal/mol

***

For each record above, in turn, the calculated LUMO values are -4.334 3.398 eV.